Record 1
Entry from the Open Molecules 2025 dataset: C47H56AuN4PSSi as an isolated structure (ωB97M-V/def2-TZVPD).

Cartesian coordinates (Å):
Au -0.7617 0.6031 0.4087
S -1.0595 2.9620 0.5284
P -0.8221 -2.7980 -0.0061
Si -3.1634 5.2335 -1.1818
N 2.2024 0.9549 -0.3950
N 0.4289 0.2301 1.9647
N -1.1303 -1.2930 0.0024
N -2.0000 1.2546 -1.0725
C -1.1874 1.7243 4.2515
C -2.7143 0.6388 -2.0113
C -3.6966 -3.6514 -2.7536
C 3.4992 -4.3389 -0.4394
C 3.2647 1.2218 -1.2913
C 4.8903 2.1812 0.5325
C -4.2422 5.9589 -2.5287
C -1.3505 -4.0934 3.8064
C 2.5262 0.1939 0.5816
C -1.2121 0.2231 3.9247
C 1.1941 -0.7552 3.8151
C 0.8832 -3.4287 -0.1312
C -2.8114 -5.4424 2.4583
C -1.7005 -4.7395 -3.5321
C -1.0180 -4.2981 -2.4033
C 0.8182 -0.0651 -3.1944
C -3.9947 5.4241 0.4808
C 4.5558 1.5474 -0.8236
C -2.2908 -5.1114 3.6990
C 1.7295 -0.1608 1.7242
C -3.0152 -3.2044 -1.6346
C 2.5850 -5.0824 0.2957
C -1.6687 -3.5276 -1.4473
C 2.2210 -0.7777 2.8604
C 3.7406 2.8481 1.2931
C 0.0921 -0.1373 3.2350
C 5.6208 1.4531 -1.7196
C -2.9740 3.3885 -1.5467
C 3.1070 -3.1460 -1.0295
C -0.9399 -3.4055 2.6766
C 1.6568 1.2042 -3.3154
C -1.4557 -3.7366 1.4229
C 3.0331 1.1221 -2.6783
C -2.3896 -4.7627 1.3212
C -3.7059 2.7418 -2.5375
C 1.2818 -4.6319 0.4497
C 1.8034 -2.6985 -0.8740
C 5.4288 1.1279 -3.0481
C -3.0361 -4.4181 -3.7085
C 4.1298 1.0248 -3.5248
C -1.4931 6.0703 -1.1795
C -3.5898 1.3711 -2.7805
C 5.7030 1.2733 1.4608
C -1.3223 -0.5593 5.2357
C 0.8894 2.4343 -2.8297
C -2.1092 2.5674 -0.8161
C -2.4614 -0.0876 3.0887
H 2.8888 -6.0151 0.7538
H -4.3948 3.3182 -3.1447
H -1.0899 2.3181 3.3422
H 4.5174 -4.6903 -0.5499
H -3.5653 -4.7623 -4.5880
H 3.2264 -1.1507 2.9845
H 3.1781 2.1479 1.9105
H 3.5324 -0.2336 0.6212
H -3.8550 5.7456 -3.5276
H 6.5526 0.8270 0.9418
H 0.5564 -0.2658 -2.1538
H 3.8117 -2.5601 -1.6078
H -2.5702 0.5954 2.2461
H -4.2811 7.0448 -2.4176
H -3.5411 -6.2374 2.3704
H 1.3474 -0.9315 -3.5966
H -0.9334 -3.8409 4.7732
H -2.6114 -5.6489 4.5825
H -2.7876 -5.0422 0.3543
H -3.4726 4.8407 1.2423
H 5.5603 2.9994 0.2480
H 6.0870 1.8492 2.3055
H 5.0899 0.4668 1.8667
H -0.8659 5.7269 -2.0046
H -1.1835 -5.3356 -4.2733
H 3.0376 3.3375 0.6176
H -0.1135 0.0486 -3.7537
H 3.9547 0.8991 -4.5875
H -0.3483 1.9608 4.9084
H 0.0260 -4.5544 -2.2740
H 6.6199 1.6798 -1.3619
H -2.2309 -0.2578 5.7604
H -0.0563 2.5290 -3.3710
H -1.3788 -1.6326 5.0492
H 0.5777 -5.2182 1.0262
H 1.2505 -1.1259 4.8247
H 0.6775 2.3698 -1.7629
H -2.1143 2.0168 4.7518
H -0.9543 5.8721 -0.2519
H -3.5179 -2.5929 -0.8937
H -4.1702 0.8847 -3.5510
H -2.5468 -0.4264 -2.1104
H -0.4775 -0.3627 5.8963
H -3.3476 0.0368 3.7157
H 4.1563 3.6059 1.9606
H -2.4482 -1.1077 2.7036
H -0.2059 -2.6104 2.7632
H 1.8572 1.3581 -4.3805
H 1.4921 -1.7708 -1.3327
H -5.0333 5.0896 0.4486
H 1.4712 3.3429 -2.9983
H -4.7422 -3.4028 -2.8864
H -1.6186 7.1514 -1.2749
H -3.9848 6.4703 0.7959
H -5.2680 5.5877 -2.4736
H 6.2715 1.0298 -3.7203

- ΔE to the lowest compared entry with this formula, charge and spin: 0.000 eV
- LUMO level: -0.22 eV

***

Record 2
Entry from the Open Molecules 2025 dataset: C32H65NO5SSbSi3V as an isolated structure (ωB97M-V/def2-TZVPD).

Cartesian coordinates (Å):
Sb -11.6213 -11.8616 -11.9704
V -8.5917 -15.3316 -13.6723
S -10.2326 -15.6020 -15.4410
Si -11.8078 -16.7287 -14.5973
Si -7.1797 -12.7417 -15.0113
Si -5.4354 -15.1360 -13.5615
O -11.4803 -16.8853 -13.0216
O -8.0429 -17.1792 -13.4759
O -8.0147 -18.3151 -11.5368
O -13.3097 -16.1672 -14.9636
O -11.8541 -18.3191 -15.1215
N -9.1695 -18.9881 -14.8752
C -13.4181 -14.6192 -16.8170
C -13.0404 -15.8970 -11.5189
C -12.8557 -12.0049 -10.2351
C -8.9275 -12.3273 -15.4877
C -4.9684 -16.8770 -14.0712
C -15.3920 -15.1624 -15.3624
C -10.0291 -10.8707 -10.9023
C -13.9819 -18.8526 -16.2130
C -8.2598 -18.1664 -12.7099
C -9.2670 -13.6952 -8.3558
C -8.6127 -14.5924 -9.2112
C -8.9049 -14.4703 -10.6276
C -9.0485 -19.3254 -13.4096
C -12.4500 -18.8878 -16.3229
C -9.1623 -13.8322 -6.9946
C -8.4894 -14.9328 -6.4418
C -12.2822 -17.1956 -11.8240
C -6.0338 -12.1821 -16.3735
C -6.9367 -14.5374 -14.5133
C -13.8981 -14.9454 -15.4332
C -11.3861 -17.4751 -10.6354
C -12.5197 -10.0192 -12.6574
C -5.7771 -15.1947 -11.7102
C -7.8704 -15.6205 -8.6722
C -6.6736 -11.6324 -13.5791
C -11.8549 -18.2074 -17.5661
C -13.2232 -18.3523 -12.1408
C -12.0225 -20.3629 -16.2477
C -9.1741 -14.4547 -11.8209
C -3.9497 -14.0470 -13.9593
C -13.4190 -13.8176 -14.5398
C -7.7568 -15.7873 -7.2892
H -14.3001 -19.5842 -16.9889
H -6.9167 -15.1773 -15.4243
H -12.3624 -13.8069 -14.3924
H -13.8783 -13.8901 -13.5435
H -12.3087 -15.1406 -11.1409
H -10.4225 -9.9111 -10.6010
H -8.5624 -18.1839 -15.0272
H -9.7221 -12.8229 -8.7811
H -12.3733 -14.2481 -16.8350
H -14.2489 -19.1973 -15.1930
H -12.3456 -18.4759 -18.5431
H -13.6618 -12.8688 -15.0012
H -11.9608 -17.1701 -17.4833
H -15.6674 -15.3308 -14.2919
H -4.6773 -16.9954 -15.1167
H -5.7691 -17.5542 -13.9664
H -7.0992 -11.8813 -12.6103
H -7.3729 -16.2726 -9.3677
H -5.7758 -14.1730 -11.3133
H -3.7100 -14.1590 -15.0136
H -7.2690 -16.6942 -6.8943
H -7.1072 -10.6404 -13.8062
H -9.0415 -11.3578 -15.9687
H -12.6677 -19.2392 -12.4099
H -9.6872 -13.1992 -6.3044
H -14.0238 -13.8239 -17.2283
H -4.9862 -12.4169 -16.0932
H -8.9696 -19.7532 -15.5029
H -10.8598 -18.4346 -10.7741
H -13.7973 -18.6451 -11.2245
H -12.2272 -20.8330 -15.3270
H -12.0473 -9.7030 -13.5603
H -3.1310 -14.3380 -13.3096
H -10.7375 -16.5397 -10.4985
H -9.7765 -11.3635 -9.9597
H -9.1382 -10.6615 -11.4931
H -10.9427 -20.4425 -16.4835
H -10.2137 -18.7056 -15.0551
H -5.5865 -11.4607 -13.4568
H -6.6557 -15.7743 -11.4440
H -4.8868 -15.6349 -11.1976
H -10.0406 -19.3349 -12.9810
H -13.4382 -15.4362 -17.5183
H -14.3571 -17.8839 -16.4321
H -13.4304 -11.0906 -10.0735
H -13.8528 -18.0233 -12.9307
H -8.5418 -15.1480 -5.4087
H -10.7874 -18.4038 -17.5959
H -12.5259 -20.9076 -17.0201
H -12.5624 -9.2256 -11.9101
H -8.5296 -20.2887 -13.2663
H -15.6244 -16.0096 -15.9780
H -4.1861 -17.2019 -13.4406
H -12.0116 -17.6496 -9.7596
H -6.2375 -12.6451 -17.3647
H -13.5790 -15.5344 -12.4040
H -4.1583 -13.0237 -13.7184
H -13.5268 -12.7914 -10.3755
H -9.5825 -12.4429 -14.6158
H -12.2185 -12.2494 -9.3471
H -9.2604 -13.0347 -16.2453
H -13.5733 -10.2440 -13.0107
H -6.1942 -11.0986 -16.5061
H -13.8000 -16.0654 -10.7100
H -15.8581 -14.2607 -15.6980

- LUMO level (alpha / beta): -0.12 / -0.12 eV
- Spin multiplicity: 3

***

Record 3
Entry from the Open Molecules 2025 dataset: one molecule with the formula FHN2O2 (ωB97M-V/def2-TZVPD).

Cartesian coordinates (Å):
F 0.9253 -1.8024 0.0405
O 2.8603 -0.1899 -0.4148
O 1.5582 1.4753 0.2759
N 1.8745 0.1905 0.0742
N 0.9109 -0.5516 0.4512
H 0.5190 1.3863 0.1319

- ΔE to the lowest compared entry with this formula, charge and spin: 0.583 eV
- LUMO level: 0.23 eV
- SMILES: [O-]/[N+](O)=N\F

***

Asked for strongest force on any atom across the records above, the calculation gives 0.4 2.1 4.3 eV/A in order.